Entry from OMol25: C3H6EuO3 as an isolated structure at a distorted geometry (ωB97M-V/def2-TZVPD).

Values from the calculation:
multiplicity = 7
LUMO level (alpha / beta) = -0.277 / -0.194 hartree
HOMO (alpha / beta) = -11.9 / -11.9 eV
max |F| = 3.54 eV Å⁻¹
total energy = -1053.59026 a.u.
charge = +1
orbital gap (alpha / beta) = 4.335 / 6.586 eV

The geometry in XYZ format:
```
13
C3H6EuO3 | OMol25 | ωB97M-V/def2-TZVPD
C -1.2619 1.4926 0.5331
O -0.4750 0.3323 0.3466
C 0.9016 0.4267 0.7140
C 1.4462 -0.9704 0.3622
O 2.6129 -1.2336 0.6099
H -2.2796 1.2506 0.2087
H -1.2636 1.7811 1.5943
H -0.8672 2.3206 -0.0736
H 0.9950 0.6502 1.7905
H 1.4013 1.2154 0.1256
Eu -0.6678 -1.9806 -0.4680
O -0.4886 -2.2940 -2.6270
H -0.0534 -2.9910 -3.1164
```

Atom charges from the Mulliken analysis, given in e for atoms 1 to 6: -0.640, -0.251, -0.155, -0.345, -0.374, 0.256



Entry from OMol25: C3H6EuO3 as an isolated structure at a distorted geometry (ωB97M-V/def2-TZVPD).

Values from the calculation:
multiplicity = 9
LUMO level (alpha / beta) = -0.180 / -0.181 hartree
HOMO (alpha / beta) = -12.9 / -13.5 eV
max |F| = 2.18 eV Å⁻¹
total energy = -1053.59583 a.u.
charge = +1
orbital gap (alpha / beta) = 8.061 / 8.563 eV

The geometry in XYZ format:
```
13
C3H6EuO3 | OMol25 | ωB97M-V/def2-TZVPD
O 1.5272 1.6786 -0.0625
Eu -0.3024 2.6108 0.0436
C -1.9124 -0.4328 0.1492
O -0.6971 0.3035 0.0016
C 0.4890 -0.4762 0.1673
C 1.7358 0.3769 -0.1774
O 2.8058 -0.1282 0.3148
H -2.7390 0.2611 -0.0318
H -1.9339 -1.2419 -0.5918
H -1.9795 -0.8467 1.1644
H 0.4490 -1.3331 -0.5191
H 0.5421 -0.8382 1.2049
H 2.0155 0.0662 -1.6632
```

Atom charges from the Mulliken analysis, given in e for atoms 1 to 6: -0.708, 1.489, -0.661, -0.332, -0.369, 0.244



Entry from OMol25: C3H6EuO4 as an isolated structure at a distorted geometry (ωB97M-V/def2-TZVPD).

Values from the calculation:
multiplicity = 9
LUMO level (alpha / beta) = -0.171 / -0.167 hartree
HOMO (alpha / beta) = -12.9 / -13.3 eV
max |F| = 2.43 eV Å⁻¹
total energy = -1128.87369 a.u.
charge = +1
orbital gap (alpha / beta) = 8.204 / 8.790 eV

The geometry in XYZ format:
```
14
C3H6EuO4 | OMol25 | ωB97M-V/def2-TZVPD
O 0.0085 -1.1502 0.0488
C -0.7256 -0.0260 0.0975
O -1.9047 0.0916 0.0858
O 0.2057 0.9427 0.1064
C -0.1920 2.3250 -0.0150
H -0.9343 2.4291 -0.8115
H -0.5838 2.6494 0.9533
C -0.6623 -2.4278 0.0033
H -1.2685 -2.5398 0.9070
H -1.2787 -2.4703 -0.8995
H 0.1338 -3.1740 -0.0295
O 4.1469 0.7898 -0.2887
H 0.7537 2.8618 -0.2588
Eu 2.3013 -0.3013 0.1011
```

Atom charges from the Mulliken analysis, given in e for atoms 1 to 6: -0.376, 0.681, -0.420, -0.315, -0.611, 0.319



Entry from OMol25: a 2-piece molecular cluster, C3H6F2 overall at a distorted geometry (ωB97M-V/def2-TZVPD).

Values from the calculation:
LUMO level = 0.039 hartree
HOMO = -10.6 eV
SMILES = C=C.FCF
max |F| = 2.82 eV Å⁻¹
total energy = -317.56197 a.u.
charge = 0
orbital gap = 11.635 eV

The geometry in XYZ format:
```
11
C3H6F2 | OMol25 | ωB97M-V/def2-TZVPD
C -0.8157 1.4886 0.6697
C 0.3790 1.6480 0.1640
C 0.1791 -1.9267 -0.4456
F 0.0197 -3.2640 -0.1608
F 1.4592 -1.6322 -0.8510
H -0.8826 1.8607 1.7179
H -1.7838 1.1573 0.0753
H 0.1335 -1.4465 0.4973
H 0.4103 1.5224 -0.8819
H 1.2432 2.1354 0.6274
H -0.3421 -1.5432 -1.4124
```

Atom charges from the Mulliken analysis, given in e for atoms 1 to 6: -0.415, -0.514, 0.264, -0.233, -0.254, 0.217